Molecular formula: C46H38IrN5O3P
Method: DFT, wB97M-V/def2-TZVPD

The geometry in XYZ format:
```
94
Properties=species:S:1:pos:R:3:forces:R:3
Ir 0.00165 0.17684 -0.23042 0.0 -0.1 -0.2
C 6.36169 7.66370 1.89735 0.0 0.1 0.1
O 7.22782 6.58682 1.51256 0.0 0.1 -0.1
C 7.11329 5.41860 2.11204 0.0 -0.1 0.0
C 7.81977 4.34622 1.51922 0.1 0.0 -0.1
C 7.63392 3.07572 1.97078 0.0 -0.1 -0.1
C 6.72485 2.83328 3.03531 -0.2 -0.4 -0.3
C 6.17978 3.92856 3.74759 0.0 -0.1 0.0
C 6.34306 5.20214 3.27063 0.0 0.0 0.2
N 6.33710 1.56676 3.35140 -0.5 0.0 0.3
N 5.75725 0.67488 2.58984 0.3 0.2 -0.2
C 4.43296 0.50090 2.48081 0.2 0.3 0.3
C 3.51655 0.90154 3.48761 0.1 -0.1 0.0
C 2.15823 0.89629 3.28092 0.0 -0.1 0.0
C 1.63137 0.51062 2.03223 0.0 0.1 -0.1
O 0.37653 0.53066 1.74584 0.0 0.2 0.3
C 2.54673 0.04450 1.02252 0.1 0.0 0.1
N 1.98351 -0.30592 -0.16647 -0.2 0.0 0.0
C 2.74573 -0.86137 -1.09606 0.0 0.1 -0.1
C 4.11443 -1.06310 -0.91220 0.0 0.0 0.0
C 4.70972 -0.64514 0.25243 0.2 0.0 0.0
C 3.91839 -0.06236 1.25268 0.0 0.1 -0.1
H 6.44040 8.40234 1.10849 0.0 0.0 0.0
H 6.68172 8.10670 2.83983 0.1 -0.1 0.0
H 5.33122 7.31825 1.97744 0.0 0.0 0.0
H 8.47766 4.56181 0.68546 -0.1 0.0 0.1
H 8.14250 2.23376 1.51627 -0.1 0.1 0.0
H 5.59835 3.74199 4.64151 0.0 0.0 -0.1
H 5.88614 6.03469 3.78726 0.0 -0.1 0.0
H 3.92791 1.21125 4.44056 0.0 0.1 -0.1
H 1.47116 1.19304 4.06431 0.0 0.0 -0.1
H 2.25788 -1.15184 -2.01643 0.0 0.0 0.0
H 4.68899 -1.53206 -1.69881 0.0 0.0 0.0
H 5.77363 -0.77534 0.41727 -0.1 0.0 0.0
C 0.03930 0.81209 -3.24777 0.1 0.1 0.0
N -0.33926 -0.12171 -2.16904 -0.6 0.1 -0.1
C -1.13107 -1.12099 -2.49571 0.2 0.0 -0.1
C -1.45366 -2.07888 -1.52620 0.0 0.0 0.1
C -2.29490 -3.24638 -1.59009 0.0 0.2 -0.1
C -2.19559 -3.82972 -0.37430 0.0 -0.1 0.1
C -1.28338 -3.00046 0.40624 0.1 -0.1 0.1
N -0.85250 -1.97079 -0.28205 -0.2 -0.1 -0.1
C -0.40766 2.23482 -3.00960 0.0 -0.2 0.2
C 0.45239 3.15533 -2.42203 0.0 0.0 -0.1
C 0.04434 4.46997 -2.24139 0.0 0.0 0.1
C -1.22892 4.86438 -2.62802 0.0 0.0 0.0
C -2.09140 3.94351 -3.20869 -0.1 0.0 0.0
C -1.68296 2.63099 -3.39406 0.0 0.0 0.0
H -0.38646 0.44919 -4.18146 0.1 -0.1 -0.1
H 1.12636 0.79846 -3.33729 0.1 -0.1 0.0
H -1.49574 -1.23122 -3.51159 0.0 0.1 0.0
H -2.87930 -3.55877 -2.44370 0.1 0.0 0.1
H -2.68062 -4.73065 -0.02564 0.1 0.1 0.0
H -0.95257 -3.18902 1.42033 -0.1 0.1 0.0
H 1.45824 2.85517 -2.14093 -0.1 0.0 0.0
H 0.72368 5.19166 -1.80316 0.0 0.0 0.0
H -1.53794 5.89386 -2.49408 0.0 0.0 0.0
H -3.07878 4.25049 -3.53283 0.0 0.0 0.0
H -2.35583 1.91244 -3.85322 0.0 0.1 0.0
O -1.98990 0.81228 -0.11068 0.3 0.1 0.3
P -2.98147 1.48707 0.83885 0.0 0.0 -0.3
C -4.55068 1.62098 -0.01255 0.0 0.1 0.1
C -5.38408 0.50132 -0.05566 0.0 0.1 0.0
C -6.59206 0.56989 -0.73140 0.0 -0.1 0.0
C -6.96930 1.75029 -1.36089 0.0 0.0 0.0
C -6.13542 2.86038 -1.33025 0.0 0.0 -0.1
C -4.92311 2.80065 -0.65772 0.0 -0.2 0.0
C -3.27702 0.53823 2.33749 0.0 0.1 0.0
C -4.33063 0.90022 3.17958 0.0 -0.1 0.0
C -4.51274 0.23694 4.38282 0.0 0.1 -0.1
C -3.64674 -0.78770 4.74823 0.0 0.0 0.0
C -2.60847 -1.15705 3.90675 0.1 -0.1 0.0
C -2.42050 -0.49364 2.70145 0.0 0.0 0.0
C -2.49490 3.13758 1.38624 -0.1 0.0 0.0
C -1.16259 3.53301 1.33802 -0.1 0.0 0.0
C -0.77609 4.74858 1.88554 0.1 0.0 0.0
C -1.71700 5.57806 2.47695 0.0 0.0 0.0
C -3.05236 5.19739 2.51756 0.0 0.0 0.0
C -3.44197 3.98445 1.97404 0.1 -0.1 -0.1
H -5.08869 -0.41185 0.44882 0.0 0.0 0.0
H -7.24023 -0.29790 -0.77008 0.0 0.1 0.0
H -7.92078 1.80523 -1.87587 0.0 0.0 0.0
H -6.42758 3.77380 -1.83491 0.0 0.0 0.1
H -4.27123 3.66352 -0.62418 0.0 0.0 0.0
H -5.01527 1.69024 2.89493 0.0 0.0 0.0
H -5.32744 0.52237 5.03623 0.0 0.0 0.0
H -3.78414 -1.29675 5.69494 0.0 0.0 -0.1
H -1.93672 -1.95742 4.19758 0.0 0.1 0.0
H -1.60245 -0.75191 2.04692 0.0 -0.1 0.0
H -0.43574 2.89305 0.86623 0.2 -0.1 -0.1
H 0.26682 5.04533 1.85503 -0.1 0.0 0.0
H -1.41377 6.52750 2.90258 0.0 -0.1 0.0
H -3.78897 5.84190 2.98125 0.0 0.0 -0.1
H -4.48672 3.69991 1.99222 0.0 0.0 0.1
```
Positions in Å, forces in eV/Å.

## Properties
**Molar mass**: 932.033 g mol⁻¹
**Charge**: +2
**HOMO (alpha / beta)**: -11.961 / -12.999 eV
**Strongest force on any atom**: 0.6 eV/A
**Spin multiplicity**: 6
**ΔE to the lowest compared entry with this formula, charge and spin**: 0.0 kcal per mole
**Expectation value of S²**: 8.86

=====

Molecular formula: C46H38N5O2P2Ti
Method: DFT, wB97M-V/def2-TZVPD

The geometry in XYZ format:
```
94
Properties=species:S:1:pos:R:3:forces:R:3
Ti 0.95489 1.71481 -0.08588 0.1 0.5 -0.1
C 1.40731 5.74970 -2.07861 0.0 0.0 0.1
C 1.82032 5.37498 -3.34294 0.0 -0.1 0.0
C 2.16531 4.04401 -3.57769 0.0 0.1 0.1
C 2.06268 3.14483 -2.53907 0.0 0.0 -0.1
N 1.61084 3.50138 -1.31155 -0.1 -0.3 -0.1
C 1.30323 4.77961 -1.08960 0.0 0.1 0.0
C 2.56054 1.74991 -2.58580 0.1 -0.1 -0.1
C 3.20125 1.08506 -3.61888 0.0 0.1 0.1
C 3.75731 -0.16130 -3.34680 0.0 0.0 0.0
C 3.75714 -0.68698 -2.05509 0.0 0.1 0.0
C 3.10833 0.03168 -1.06804 0.1 -0.1 0.0
N 2.45759 1.15992 -1.38995 0.1 -0.2 0.2
C 3.16744 -0.16024 0.40612 0.1 0.1 0.0
C 4.13316 -0.90478 1.03701 -0.1 0.0 0.1
C 4.24883 -0.81738 2.42801 0.0 0.0 0.0
C 3.38652 -0.00469 3.13580 -0.1 0.0 0.0
C 2.40604 0.69198 2.44524 0.0 0.0 0.1
N 2.31523 0.64829 1.11078 0.0 -0.3 -0.2
H 1.16738 6.77660 -1.84251 0.0 0.0 0.0
H 1.89723 6.10411 -4.13790 0.0 0.0 0.0
H 2.53095 3.73376 -4.54619 0.0 0.0 0.0
H 0.97894 5.03822 -0.08941 0.0 0.0 0.0
H 3.30248 1.52351 -4.60133 0.0 0.0 0.0
H 4.25500 -0.70597 -4.13840 0.0 0.0 0.0
H 4.27925 -1.60787 -1.83709 0.0 0.0 0.0
H 4.81886 -1.51744 0.46949 0.0 0.0 0.0
H 5.02071 -1.37878 2.93579 0.0 0.0 0.0
H 3.44690 0.09237 4.21004 0.0 0.0 0.0
H 1.69150 1.32334 2.95980 0.0 0.0 0.0
O 0.04433 2.81585 1.10020 0.1 0.2 -0.2
N -0.99827 3.53812 0.69290 0.0 -0.2 0.2
N -1.35962 3.15467 -0.44713 -0.4 0.6 0.0
O -0.71973 2.20060 -1.05247 0.1 -0.2 0.1
C -2.44369 3.82823 -1.13626 0.2 -0.4 0.2
C -3.27169 4.67175 -0.40765 -0.1 0.1 -0.2
C -4.29378 5.30397 -1.09545 0.0 0.0 0.1
C -4.46892 5.07987 -2.45707 0.0 0.0 0.0
C -3.62863 4.21841 -3.14962 0.1 -0.1 0.0
C -2.59512 3.56933 -2.48951 -0.2 0.1 -0.1
H -3.13232 4.82406 0.65208 0.0 0.0 0.0
H -4.96003 5.96945 -0.56441 0.0 0.0 0.0
H -5.27324 5.57647 -2.98216 0.0 0.0 0.0
H -3.78055 4.04723 -4.20603 0.0 0.0 0.0
H -1.94096 2.88578 -3.00947 0.0 0.0 0.0
C 0.23010 -1.97589 0.58767 0.0 -0.1 -0.2
P -0.46103 -0.44679 -0.11136 0.1 0.2 -0.1
C -1.91590 0.13101 0.78057 0.0 0.0 0.0
C -3.07909 0.45077 0.07378 0.0 0.0 0.0
C -4.17810 0.96249 0.74603 0.0 0.0 0.0
C -4.12158 1.16915 2.11850 0.0 0.0 0.0
C -2.96256 0.86528 2.82191 0.0 0.0 0.0
C -1.85959 0.35270 2.15923 0.0 0.0 0.1
C -0.96252 -0.89910 -1.78021 -0.1 -0.2 0.0
C -1.85638 -1.96670 -1.91981 0.0 0.0 0.0
C -2.25001 -2.38656 -3.17785 0.0 0.0 0.0
C -1.75588 -1.74929 -4.30936 0.0 0.0 0.0
C -0.87119 -0.68780 -4.17913 0.0 -0.1 0.0
C -0.47741 -0.26532 -2.91796 0.1 0.1 -0.1
P 0.42454 -2.20830 2.43506 0.0 0.1 0.0
C 1.84130 -3.35539 2.48389 0.1 0.0 -0.1
C 2.57542 -3.38067 3.66895 0.0 0.1 0.1
C 3.64815 -4.24873 3.82454 0.0 0.0 0.0
C 4.01819 -5.08300 2.78075 0.0 0.0 -0.1
C 3.29484 -5.06790 1.59275 0.0 0.0 0.1
C 2.20843 -4.21875 1.45111 -0.1 0.0 -0.1
C -0.97661 -3.33457 2.76298 -0.1 0.0 0.1
C -0.83508 -4.31444 3.74506 0.0 0.0 0.0
C -1.90427 -5.12895 4.08305 0.0 0.0 0.0
C -3.13101 -4.97127 3.45477 0.0 0.0 0.0
C -3.28485 -3.99230 2.48424 0.0 0.0 0.0
C -2.21682 -3.17503 2.14566 0.0 0.0 0.0
H 1.21331 -2.08580 0.11763 0.0 0.0 0.0
H -0.39487 -2.77289 0.17204 0.0 0.0 0.0
H -3.13706 0.28828 -0.99476 0.0 0.0 0.0
H -5.08339 1.18732 0.19809 0.0 0.0 0.0
H -4.98274 1.56062 2.64319 0.0 0.0 0.0
H -2.92053 1.01628 3.89212 0.0 0.0 0.0
H -0.96975 0.11683 2.73018 0.0 0.0 0.0
H -2.25652 -2.46884 -1.04586 0.0 0.0 0.0
H -2.94162 -3.21162 -3.27814 0.0 0.0 0.0
H -2.06412 -2.07947 -5.29200 0.0 0.0 0.0
H -0.49167 -0.18928 -5.06104 0.0 0.0 0.0
H 0.20158 0.57642 -2.84777 0.0 0.0 0.1
H 2.29707 -2.72951 4.49182 0.0 0.0 0.0
H 4.19034 -4.27844 4.76044 0.0 0.0 0.0
H 4.85591 -5.75768 2.89427 0.0 0.0 0.0
H 3.55940 -5.74311 0.79002 0.0 0.0 0.0
H 1.62862 -4.26876 0.53602 0.0 0.0 0.0
H 0.11351 -4.46750 4.24199 0.0 0.0 0.0
H -1.77413 -5.89195 4.83820 0.0 0.0 0.0
H -3.96212 -5.60966 3.72091 0.0 0.0 0.0
H -4.23875 -3.86082 1.99092 0.0 0.0 0.0
H -2.37451 -2.41148 1.39359 0.0 0.0 0.0
```
Positions in Å, forces in eV/Å.

## Properties
**Molar mass**: 802.658 g mol⁻¹
**Charge**: +3
**HOMO**: -14.784 eV
**Strongest force on any atom**: 0.7 eV/A
**ΔE to the lowest compared entry with this formula, charge and spin**: 0.0 kcal per mole